No. 1
Molecular formula: C24H43LaN2OP3S
Method: DFT, ωB97M-V/def2-TZVPD

Values from the calculation:
- E (Eh) = -2577.97930
- HOMO (eV) = -13.964
- relative energy (zero: lowest compared OMol25 entry of this formula, charge and spin) (eV) = 0.9388

The geometry in ORCA input format:
```
! wB97M-V def2-TZVPD RIJCOSX def2/J DEFGRID3
* xyz 3 1
La -0.5845 -0.2646 0.2115
P 1.8633 0.9593 1.3993
P -1.0810 2.0700 -1.5139
P 1.4635 -0.5771 -1.9545
H -1.8336 -2.8461 0.0355
C -0.7620 -2.7941 -0.2110
C 0.1708 -2.6406 0.7938
H -0.1484 -2.5283 1.8466
C 1.6979 1.3760 3.1828
C 2.5957 2.5426 0.8212
C 3.3945 -0.0543 1.4644
C -2.3915 1.6067 -2.7139
C -1.9434 3.4455 -0.6579
C -0.0067 3.0493 -2.6226
C 2.4041 -2.1512 -1.8966
C 2.8188 0.5722 -2.3918
C 0.6147 -0.7475 -3.5758
H -0.5111 -3.0560 -1.2449
H 1.2435 -2.8497 0.6768
H 1.2625 0.5227 3.7171
H 1.0404 2.2445 3.3128
H 2.6875 1.5999 3.6081
H 1.8350 3.3352 0.8551
H 2.9654 2.4548 -0.2109
H 3.4308 2.8230 1.4826
H 3.1689 -1.0325 1.9063
H 4.1298 0.4638 2.0976
H 3.8173 -0.2062 0.4608
H -2.7360 2.5312 -3.2011
H -3.2368 1.1435 -2.1853
H -2.0190 0.9072 -3.4768
H -2.3850 4.1137 -1.4115
H -1.2282 4.0086 -0.0431
H -2.7328 3.0440 -0.0083
H -0.6088 3.8748 -3.0335
H 0.3839 2.4378 -3.4489
H 0.8360 3.4659 -2.0550
H 2.9248 -2.2952 -2.8544
H 1.7233 -2.9911 -1.7185
H 3.1435 -2.1159 -1.0860
H 3.3055 0.2131 -3.3111
H 3.5696 0.6128 -1.5910
H 2.4290 1.5838 -2.5659
H 1.3338 -1.1483 -4.3062
H 0.2343 0.2187 -3.9375
H -0.2285 -1.4478 -3.4927
C -2.5341 -0.9001 -6.8665
C -3.6451 -1.3325 -7.6301
C -3.8811 -2.7070 -7.7314
C -3.0125 -3.6256 -7.1276
C -1.8671 -3.1799 -6.4573
C -1.6019 -1.8125 -6.3644
O -2.3620 0.4012 -6.4797
H -3.0621 0.9451 -6.8937
H -4.3075 -0.6028 -8.0941
H -4.7539 -3.0638 -8.2839
H -3.2228 -4.6955 -7.1871
H -1.1695 -3.8858 -6.0035
H -0.7069 -1.4274 -5.8740
N -3.4739 -1.6398 1.4157
C -3.2789 -0.5085 2.1984
N -2.3572 0.4148 1.9234
C -2.3720 1.4334 2.9182
C -1.6438 2.6289 2.9000
C -1.8653 3.5671 3.9165
C -2.7786 3.2918 4.9425
C -3.4975 2.0848 4.9658
C -3.2874 1.1674 3.9453
S -4.1425 -0.3601 3.6883
H -4.3127 -2.1299 1.7236
H -3.4562 -1.4824 0.4085
H -0.9368 2.8067 2.0876
H -1.3282 4.5142 3.8981
H -2.9370 4.0323 5.7261
H -4.2253 1.8654 5.7463
*
```

No. 2
Molecular formula: C24H43LuN2P3S
Method: DFT, ωB97M-V/def2-TZVPD

Values from the calculation:
- E (Eh) = -3706.58372
- HOMO (eV) = -16.285
- relative energy (zero: lowest compared OMol25 entry of this formula, charge and spin) (eV) = 2.7026

The geometry in ORCA input format:
```
! wB97M-V def2-TZVPD RIJCOSX def2/J DEFGRID3
* xyz 3 1
Lu -1.0767 -0.5902 0.5170
P -0.2832 -2.7300 -1.0414
P 1.6163 -0.0002 0.8082
P 1.3853 2.0880 -4.3219
H -3.9533 0.3761 0.1680
C -3.0389 0.4891 -0.4606
C -2.5777 -0.9148 -0.9173
H -3.3220 -1.6770 -0.6566
C -1.0877 -4.1892 -0.2638
C 1.4488 -3.3161 -1.1133
C -0.7384 -2.9886 -2.7987
C 2.0366 1.6649 1.4242
C 2.2740 -0.9583 2.2382
C 3.0537 -0.1901 -0.2998
C 1.3442 2.7607 -5.9977
C 1.8044 0.3278 -4.3497
C 2.5993 2.9714 -3.3125
H -3.4036 0.9546 -1.3892
H -2.4195 -0.9234 -2.0004
H -2.0170 -3.8996 0.2463
H -0.4020 -4.6338 0.4697
H -1.3226 -4.9204 -1.0477
H 1.9698 -3.1015 -0.1709
H 1.9692 -2.8139 -1.9404
H 1.4381 -4.4020 -1.2869
H -1.5718 -2.3396 -3.0848
H -1.0395 -4.0357 -2.9391
H 0.1222 -2.7626 -3.4421
H 3.0696 1.6259 1.7954
H 1.3707 1.9752 2.2359
H 1.9629 2.3867 0.6037
H 3.3648 -0.8264 2.2386
H 2.0311 -2.0254 2.1506
H 1.8589 -0.5755 3.1785
H 3.9453 0.0012 0.3126
H 3.0041 0.5482 -1.1093
H 3.1128 -1.1990 -0.7207
H 2.2283 3.3936 -6.1950
H 0.4371 3.3683 -6.1239
H 1.3218 1.9492 -6.7453
H 2.4413 0.1144 -5.2228
H 0.8670 -0.2451 -4.4293
H 2.3308 0.0338 -3.4284
H 3.1728 3.6675 -3.9382
H 3.2855 2.2775 -2.8036
H 2.0290 3.5375 -2.5599
C -1.2793 2.5254 -0.8817
C -0.6489 3.5349 -0.1002
C -1.2979 4.1489 0.9718
C -2.6662 3.8557 1.2681
C -3.1769 2.7059 0.7493
C -2.2200 1.7115 0.1190
S -1.4550 2.6172 -2.5694
H 0.0873 2.2885 -3.4208
H 0.3207 3.9044 -0.4312
H -0.8296 4.9739 1.5155
H -3.2612 4.5774 1.8521
H -4.2239 2.4411 0.8413
H -1.5653 1.4094 1.0364
N -1.1427 0.5689 4.6344
C -1.1969 0.8546 3.3362
N -1.3409 -0.2934 2.6386
C -1.3209 -1.3705 3.5530
C -0.9989 -2.7074 3.3119
C -0.6647 -3.4836 4.4360
C -0.6721 -2.9295 5.7260
C -0.9557 -1.5790 5.9384
C -1.2430 -0.8155 4.8145
H -0.9938 1.2539 5.3646
H -1.1060 1.8607 2.9379
H -0.9707 -3.0947 2.2843
H -0.4029 -4.5319 4.3057
H -0.4430 -3.5792 6.5765
H -0.9734 -1.1008 6.9162
*
```

The highest HOMO belongs to which entry? C24H43LaN2OP3S